# 1
Formula: C29H31N4O2P
Source: the OMol25 dataset
Level of theory: ωB97M-V/def2-TZVPD

CARTESIAN COORDINATES (ANGSTROEM)
C1 0.793566 2.968212 5.968075
C2 0.448160 2.154012 4.746763
C3 -0.884121 2.125853 4.341848
C4 -1.263621 1.400952 3.214937
C5 -2.708412 1.314764 2.828974
C6 -0.284037 0.701083 2.480288
N1 -0.752186 -0.115406 1.382399
P1 -1.797821 0.583934 0.192865
H1 2.081294 -0.216379 -1.156350
N2 -1.884639 -0.999485 -0.474634
C7 -2.695146 -1.236191 -1.645849
C8 -2.239915 -2.027744 -2.738587
C9 -0.859554 -2.619942 -2.852946
C10 -3.146296 -2.251175 -3.787868
C11 -4.460374 -1.785155 -3.738231
C12 -5.443143 -2.051356 -4.847617
C13 -4.903445 -1.038631 -2.635817
C14 -4.013577 -0.739491 -1.599744
C15 -4.510346 -0.036724 -0.380896
C16 -1.461556 -2.023264 0.382842
C17 -0.821958 -1.513402 1.463097
C18 1.079733 0.701276 2.876000
C19 2.162307 -0.033316 2.129720
C20 1.425282 1.456341 4.016514
H2 1.869598 2.903670 6.184179
H3 0.511002 4.027914 5.826948
H4 0.203710 2.593385 6.823476
H5 -1.640424 2.680585 4.923034
H6 -2.982535 0.306111 2.482066
H7 -3.346323 1.515439 3.692596
H8 -2.957324 2.064559 2.063154
H9 -0.879676 -3.378443 -3.643571
H10 -0.089852 -1.918892 -3.195841
H11 -0.480031 -3.120807 -1.954864
H12 -2.808396 -2.812788 -4.676970
H13 -6.406038 -1.620425 -4.550853
H14 -5.129282 -1.589098 -5.796696
H15 -5.547520 -3.136708 -4.994100
H16 -5.944213 -0.675997 -2.595936
H17 -5.583779 0.136538 -0.455891
H18 -4.307412 -0.648159 0.508710
H19 -4.069854 0.970711 -0.251821
H20 -1.531200 -3.058225 0.044790
H21 -0.280952 -2.028192 2.261042
H22 3.118715 0.214092 2.599745
H23 2.085446 -1.130591 2.157731
H24 2.271376 0.260859 1.080151
H25 2.476653 1.520877 4.326475
N3 8.101159 1.373267 1.944738
C21 7.148247 1.153497 1.300761
C22 5.995178 0.874966 0.495879
C23 5.567464 -0.464661 0.367382
C24 4.492279 -0.731548 -0.458035
C25 3.943462 0.309009 -1.214159
C26 2.702696 0.004660 -2.000027
C27 2.064190 0.927288 -2.940256
N4 1.545143 0.409894 -4.066885
O1 1.088941 1.148606 -4.969473
O2 1.501794 -0.866089 -4.217225
C28 4.227168 1.646460 -0.945021
C29 5.313351 1.938933 -0.120600
H26 6.061824 -1.274435 0.912232
H27 4.034414 -1.735688 -0.469233
H28 2.776406 -0.902443 -2.647169
H29 1.871773 2.000070 -2.696450
H30 3.546955 2.415460 -1.331306
H31 5.605676 2.977571 0.031510

Cartesian forces (eV/Å) of the 3 atoms listed first:
0.00 0.03 0.11
0.27 0.15 -0.14
0.01 -0.10 -0.24

Its charge is 0. The relative energy (zero: lowest compared OMol25 entry of this formula, charge and spin) comes out at 186.0 kJ/mol. The value obtained for the HOMO energy is -5.8 eV.

***

# 2
Formula: C6H11N
Source: the OMol25 dataset
Level of theory: ωB97M-V/def2-TZVPD

CARTESIAN COORDINATES (ANGSTROEM)
C1 -1.025721 2.248645 -2.178050
C2 -0.552284 1.052610 -1.874387
C3 0.476298 0.543872 -0.878255
C4 -0.284946 0.498802 0.246155
C5 -0.673015 -0.664459 1.134308
C6 0.474262 -1.637561 1.373288
N1 1.707822 -0.938117 1.728183
H1 -0.713645 3.203396 -1.779231
H2 -1.756953 2.314042 -2.975090
H3 -0.781546 0.244649 -2.566702
H4 1.060316 -0.262218 -1.309805
H5 -0.728363 1.398067 0.662412
H6 -1.091981 -0.339891 2.086262
H7 -1.463768 -1.219426 0.617090
H8 0.638695 -2.239281 0.471371
H9 0.260064 -2.354718 2.168358
H10 2.436489 -1.544765 2.063813
H11 2.018276 -0.303647 1.010279

Cartesian forces (eV/Å) of the 3 atoms listed first:
-0.36 0.34 -0.51
2.23 1.05 -1.22
-2.86 -0.02 -0.26

Its charge is 0. The relative energy (zero: lowest compared OMol25 entry of this formula, charge and spin) comes out at 320.8 kJ/mol. As for the SMILES: C=C/C=C/CCN. The value obtained for the HOMO energy is -8.2 eV.

***

# 3
Formula: C25H44O14S
Source: the OMol25 dataset
Level of theory: ωB97M-V/def2-TZVPD

CARTESIAN COORDINATES (ANGSTROEM)
C1 -0.659005 -5.156755 2.516849
C2 -1.159458 -3.916724 3.189201
C3 -2.518705 -4.030365 3.845297
O1 -2.440796 -3.159387 4.977431
C4 -1.127782 -2.950911 5.287680
O2 -0.716711 -2.193178 6.090731
O3 -0.336935 -3.558994 4.341302
H1 -1.023409 -6.021626 3.085996
H2 0.422668 -5.248748 2.505095
H3 -1.070334 -5.257530 1.512206
H4 -1.150305 -3.053961 2.515671
H5 -2.734754 -5.060329 4.163398
H6 -3.370800 -3.760063 3.219296
C5 1.277453 -1.438612 -6.168305
C6 1.059493 0.008541 -5.808443
C7 -0.359769 0.486696 -5.489069
O4 -0.251044 1.107222 -4.213666
C8 1.001466 0.954025 -3.719217
O5 1.331658 1.234043 -2.618020
O6 1.807324 0.379768 -4.637002
H7 2.319885 -1.689025 -5.934883
H8 1.228446 -1.584200 -7.246681
H9 0.697359 -2.173558 -5.609670
H10 1.476984 0.574480 -6.646483
H11 -1.108092 -0.310267 -5.427620
H12 -0.771179 1.178021 -6.224612
C9 1.240956 0.471985 2.356332
C10 1.779978 0.930146 1.039648
C11 1.321459 2.349606 0.718710
O7 2.544518 3.056579 0.541141
C12 3.602809 2.270678 0.838688
O8 4.722594 2.606208 0.795459
O9 3.207120 1.039814 1.106402
H13 1.314068 1.264077 3.097132
H14 1.847146 -0.355078 2.739397
H15 0.248069 0.040505 2.235653
H16 1.545486 0.234708 0.234021
H17 0.681365 2.706704 1.519903
H18 0.805832 2.416392 -0.233757
O10 -4.110291 0.206489 4.483412
S1 -4.939671 -0.001415 3.330482
O11 -6.093130 -0.864193 3.445515
C13 -5.316976 1.639445 2.642591
C14 -5.334974 1.450898 1.110134
C15 -4.820284 0.026000 0.772368
C16 -3.919351 -0.425739 1.918313
H19 -4.382166 2.143901 2.888862
H20 -6.198776 1.974612 3.172645
H21 -6.364420 1.560872 0.755231
H22 -4.786438 2.206410 0.558762
H23 -4.274684 -0.027214 -0.167797
H24 -5.694977 -0.620672 0.700939
H25 -3.035188 0.183439 2.091303
H26 -3.756315 -1.495393 2.031717
C17 -0.234627 -2.443610 -2.359189
C18 -1.136197 -2.846823 -1.203721
C19 -1.842069 -1.777556 -0.420557
O12 -1.229782 -4.002554 -0.867113
H27 -0.780513 -1.639144 -2.865883
H28 -0.185412 -3.336163 -2.974171
H29 0.731568 -2.087782 -2.013958
H30 -1.246370 -0.894164 -0.190155
H31 -2.254424 -2.231008 0.474751
H32 -2.676609 -1.422587 -1.038299
C20 -2.878858 5.025000 -0.461238
C21 -2.029282 3.772034 -0.490666
C22 -1.304641 3.505486 -1.783799
O13 -1.869025 3.058657 0.480207
H33 -3.309508 5.128737 -1.460903
H34 -2.193642 5.859264 -0.297557
H35 -3.652382 5.027824 0.297071
H36 -2.038667 3.098085 -2.482968
H37 -0.430439 2.881837 -1.621597
H38 -0.882699 4.410676 -2.230706
C23 7.824960 1.299854 0.678421
C24 8.881841 0.300688 0.253507
C25 9.710199 0.696685 -0.945773
O14 9.064302 -0.732693 0.834843
H39 7.474994 1.839718 -0.200789
H40 8.292580 1.977865 1.388609
H41 6.971324 0.759743 1.074831
H42 10.011036 1.741823 -0.857786
H43 9.041626 0.689286 -1.817733
H44 10.513325 -0.007517 -1.127375

Cartesian forces (eV/Å) of the 3 atoms listed first:
-0.42 -0.94 0.33
0.27 0.58 0.60
-0.61 -0.56 0.13

Its charge is 0. The relative energy (zero: lowest compared OMol25 entry of this formula, charge and spin) comes out at 0.0 kJ/mol. As for the SMILES: C[C@H]1COC(=O)O1.C[C@H]1COC(=O)O1.C[C@H]1COC(=O)O1.O=S1(=O)CCCC1.CC(C)=O.CC(C)=O.CC(C)=O. The value obtained for the HOMO energy is -9.1 eV.

***

# 4
Formula: C4H11NO2
Source: the OMol25 dataset
Level of theory: ωB97M-V/def2-TZVPD

CARTESIAN COORDINATES (ANGSTROEM)
H1 1.887467 -0.317126 -1.651436
N1 1.578767 0.388884 -0.986396
C1 1.870557 0.194684 0.216404
C2 1.483377 1.183214 1.269344
O1 2.516347 -0.878356 0.732614
H2 0.670657 0.779114 1.871084
H3 1.169667 2.108924 0.795954
H4 2.326437 1.362324 1.929024
H5 2.760937 -1.518186 0.048864
C3 -2.254883 0.005614 0.259554
C4 -1.844413 -0.493156 -1.122006
O2 -0.868483 -1.511296 -1.061786
H6 -2.586553 -0.831756 0.870614
H7 -1.422563 0.487034 0.752804
H8 -3.060673 0.728684 0.166824
H9 -2.700103 -0.934426 -1.632946
H10 -1.473233 0.347244 -1.719696
H11 -0.053303 -1.101416 -0.738826

Cartesian forces (eV/Å) of the 3 atoms listed first:
0.09 -0.15 0.16
-0.29 0.34 -0.99
0.12 -0.11 0.41

Its charge is 0. The relative energy (zero: lowest compared OMol25 entry of this formula, charge and spin) comes out at 102.8 kJ/mol. As for the SMILES: [H]/N=C(/C)O.CCO. The value obtained for the HOMO energy is -10.0 eV.

***

# 5
Formula: C3H12NOP2
Source: the OMol25 dataset
Level of theory: ωB97M-V/def2-TZVPD

CARTESIAN COORDINATES (ANGSTROEM)
N1 -1.980896 -0.398919 -0.528834
C1 -1.481098 0.109584 0.794951
C2 -0.165024 0.951861 0.664588
C3 0.857036 0.184671 -0.151905
O1 0.340821 -0.048037 -1.550757
P1 0.521747 -1.656873 0.391291
P2 2.600887 0.647231 -0.029190
H1 -1.065888 -0.774907 -0.936445
H2 -2.225592 0.435519 -1.155616
H3 -2.686553 -1.087098 -0.421728
H4 -2.285263 0.731022 1.183497
H5 -1.256616 -0.637722 1.535931
H6 0.364468 1.136632 1.624050
H7 -0.333326 1.902427 0.234574
H8 1.024145 -0.524974 -2.088523
H9 1.815107 -1.873642 0.173538
H10 0.705626 -1.550831 1.854338
H11 2.860517 0.388838 -1.394971
H12 2.389906 2.065221 -0.198796

Cartesian forces (eV/Å) of the 3 atoms listed first:
2.47 2.09 -0.55
-0.10 2.49 0.86
0.22 -0.84 -0.34

Its charge is +1. The relative energy (zero: lowest compared OMol25 entry of this formula, charge and spin) comes out at 123.4 kJ/mol. As for the SMILES: [NH3+]CCC(O)(P)P. The value obtained for the HOMO energy is -13.2 eV.